No. 1
# C20H24N2O5S

C20H24N2O5S in the gas phase (ωB97M-V/def2-TZVPD, the OMol25 dataset).

Last column: natural (NBO) charge in e.
Atoms and positions in Å:
C -4.83 -0.03 -1.80  -0.246
O -6.15 -0.28 -1.39  -0.535
C -6.27 -0.76 -0.06  -0.075
C -6.15 0.34 1.01  -0.442
C -5.01 0.09 2.00  -0.226
N -3.71 0.15 1.37  -0.608
C -2.98 -0.94 1.09  0.660
O -3.32 -2.07 1.39  -0.624
C -1.70 -0.68 0.34  -0.087
C -1.21 -1.70 -0.47  -0.197
C -0.03 -1.52 -1.16  -0.175
C 0.66 -0.33 -1.05  -0.386
S 2.27 -0.22 -1.83  2.186
O 2.50 1.14 -2.27  -0.959
O 2.40 -1.27 -2.80  -0.917
C 3.37 -0.53 -0.44  -0.363
C 4.22 0.46 0.01  -0.170
C 5.04 0.20 1.10  -0.219
C 5.01 -1.03 1.74  0.021
C 5.89 -1.31 2.91  -0.633
C 4.14 -2.01 1.26  -0.229
C 3.33 -1.77 0.18  -0.110
C 0.18 0.72 -0.26  0.272
N 0.89 1.91 -0.22  -0.653
C 0.60 3.05 0.48  0.695
C 1.60 4.14 0.20  -0.712
O -0.33 3.17 1.24  -0.605
C -1.01 0.52 0.45  -0.263
H -4.39 0.83 -1.28  0.153
H -4.89 0.20 -2.87  0.195
H -4.19 -0.90 -1.65  0.165
H -7.27 -1.21 -0.03  0.192
H -5.53 -1.55 0.12  0.179
H -7.08 0.42 1.57  0.214
H -5.99 1.30 0.51  0.209
H -5.04 0.82 2.81  0.200
H -5.10 -0.92 2.43  0.231
H -3.41 1.05 1.04  0.401
H -1.76 -2.63 -0.53  0.243
H 0.39 -2.29 -1.79  0.246
H 4.25 1.40 -0.51  0.236
H 5.71 0.97 1.45  0.217
H 6.42 -0.42 3.23  0.218
H 6.63 -2.07 2.65  0.228
H 5.31 -1.70 3.74  0.226
H 4.11 -2.97 1.75  0.218
H 2.66 -2.53 -0.20  0.223
H 1.64 1.95 -0.90  0.437
H 1.29 5.06 0.69  0.242
H 1.69 4.31 -0.87  0.232
H 2.58 3.85 0.59  0.232
H -1.35 1.31 1.10  0.259

Electronic energy = -45182.89449 eV
Structure (SMILES) = COCCCNC(=O)c1ccc(S(=O)(=O)c2ccc(C)cc2)c(NC(C)=O)c1
Net charge = 0
Energy above the lowest of the compared OMol25 structures with the same formula, charge and spin = 114.7 kJ/mol

---

No. 2
# C4H8O2

C4H8O2 in the gas phase (ωB97M-V/def2-TZVPD, the OMol25 dataset).

Last column: natural (NBO) charge in e.
Atoms and positions in Å:
C -0.37 0.94 0.60  -0.083
C -0.73 0.86 -0.86  -0.118
O 0.51 0.56 -1.48  -0.514
C 1.15 -0.38 -0.68  0.236
O 0.64 -0.17 0.68  -0.414
C -0.47 -1.30 1.17  -0.586
H 0.21 1.82 0.88  0.187
H -1.24 0.82 1.26  0.264
H -1.47 0.06 -1.03  0.206
H -1.08 1.81 -1.24  0.208
H 2.23 -0.20 -0.74  0.185
H 0.92 -1.41 -0.96  0.173
H -0.05 -1.44 2.18  0.141
H -0.17 -2.15 0.55  0.118

Electronic energy = -8367.45525 eV
Net charge = 0
Energy above the lowest of the compared OMol25 structures with the same formula, charge and spin = 562.2 kJ/mol

---

No. 3
# C3H6N2O

A 2-piece molecular cluster, C3H6N2O overall (ωB97M-V/def2-TZVPD, the OMol25 dataset).

Last column: natural (NBO) charge in e.
Atoms and positions in Å:
N 2.03 -1.35 0.12  -0.086
N 2.77 -0.56 -0.13  0.429
O 3.44 0.25 -0.63  -0.340
C -0.11 0.06 -1.01  -0.426
C -0.61 -0.28 0.17  -0.148
C -1.75 0.42 0.79  -0.658
H 0.78 -0.38 -1.36  0.185
H -0.54 0.87 -1.51  0.186
H -0.25 -1.20 0.72  0.203
H -2.39 -0.14 1.33  0.218
H -2.10 1.15 0.09  0.214
H -1.29 1.16 1.43  0.222

Electronic energy = -8232.56906 eV
Structure (SMILES) = N#[N+][O-].C=CC
Net charge = 0
Energy above the lowest of the compared OMol25 structures with the same formula, charge and spin = 398.5 kJ/mol

---

No. 4
# C51H60N12

A 12-piece molecular cluster, C51H60N12 overall (ωB97M-V/def2-TZVPD, the OMol25 dataset).

Last column: Löwdin charge in e.
Atoms and positions in Å:
C -3.28 4.00 -5.89  -0.117
C -3.19 3.82 -4.46  -0.136
C -3.21 2.49 -4.16  -0.139
N -3.37 1.85 -5.36  0.020
C -3.42 2.75 -6.40  -0.156
H -3.41 5.00 -6.40  0.110
H -2.96 4.62 -3.73  0.082
H -3.09 1.97 -3.27  0.085
H -3.47 0.85 -5.46  0.110
H -3.57 2.39 -7.43  0.117
C -4.96 -1.06 4.42  -0.118
C -4.76 -0.04 5.43  -0.113
C -3.90 0.88 4.92  -0.133
N -3.47 0.39 3.72  0.012
C -4.11 -0.76 3.39  -0.158
H -5.53 -1.94 4.67  0.092
H -5.36 -0.11 6.31  0.087
H -3.44 1.75 5.40  0.119
H -2.76 0.73 3.11  0.117
H -3.86 -1.35 2.53  0.107
C -3.27 -1.77 -5.04  -0.133
C -3.36 -1.74 -3.66  -0.132
C -2.30 -1.06 -3.19  -0.165
N -1.53 -0.70 -4.27  0.026
C -2.12 -1.11 -5.38  -0.214
H -3.91 -2.15 -5.85  0.100
H -4.22 -2.12 -3.07  0.114
H -2.19 -0.91 -2.12  0.108
H -0.55 -0.25 -4.30  0.135
H -1.62 -0.91 -6.37  0.136
C 1.73 0.16 -5.84  -0.104
C 0.72 1.17 -6.08  -0.108
C 0.40 1.73 -4.86  -0.154
N 1.17 1.11 -3.89  0.010
C 1.98 0.16 -4.50  -0.155
H 2.29 -0.54 -6.52  0.114
H 0.21 1.34 -7.00  0.087
H -0.10 2.69 -4.66  0.106
H 1.39 1.52 -2.94  0.130
H 2.68 -0.45 -3.97  0.100
C 2.46 2.31 3.48  -0.132
C 2.87 2.51 2.17  -0.128
C 3.59 1.35 1.82  -0.141
N 3.46 0.44 2.82  0.030
C 2.81 1.02 3.89  -0.116
H 1.96 3.04 4.14  0.102
H 2.97 3.47 1.64  0.097
H 4.18 1.00 0.97  0.100
H 3.80 -0.49 2.82  0.110
H 2.73 0.47 4.80  0.084
C -0.08 -4.13 4.47  -0.167
C -0.41 -4.67 5.72  -0.100
C -1.72 -4.22 5.99  -0.101
N -2.08 -3.43 4.93  0.014
C -1.08 -3.32 4.03  -0.154
H 0.69 -4.55 3.86  0.091
H 0.13 -5.39 6.33  0.098
H -2.38 -4.39 6.90  0.126
H -2.90 -2.89 4.94  0.105
H -1.19 -3.01 3.02  0.100
C -4.44 4.14 -0.40  -0.068
C -3.19 3.58 0.06  -0.129
C -2.15 4.44 -0.26  -0.164
N -2.71 5.51 -0.88  -0.012
C -4.09 5.39 -1.04  -0.101
H -5.37 3.65 -0.32  0.075
H -3.23 2.63 0.51  0.064
H -1.15 4.37 0.13  0.100
H -2.21 6.26 -1.31  0.139
H -4.66 6.04 -1.72  0.110
C 5.35 -2.14 1.32  -0.135
C 4.96 -3.26 2.07  -0.128
C 3.80 -3.70 1.58  -0.132
N 3.41 -2.83 0.55  0.025
C 4.40 -1.90 0.38  -0.158
H 6.29 -1.67 1.43  0.092
H 5.49 -3.78 2.79  0.086
H 3.21 -4.54 1.82  0.098
H 2.58 -3.00 -0.06  0.094
H 4.48 -1.17 -0.45  0.125
C 2.88 -1.03 7.57  -0.122
C 3.60 -1.53 6.43  -0.101
C 2.66 -1.97 5.53  -0.166
N 1.45 -1.80 6.12  0.012
C 1.57 -1.27 7.37  -0.138
H 3.32 -0.34 8.22  0.080
H 4.65 -1.46 6.25  0.087
H 2.73 -2.37 4.56  0.083
H 0.52 -2.05 5.69  0.134
H 0.72 -0.93 7.93  0.106
C 1.96 3.48 -1.39  -0.090
C 1.12 4.18 -2.30  -0.074
C 1.62 4.53 -3.52  -0.194
N 2.91 4.46 -3.79  0.078
C 3.71 3.90 -2.86  -0.148
C 3.26 3.34 -1.71  -0.098
H 1.54 2.95 -0.59  0.069
H 0.06 4.40 -2.02  0.094
H 0.92 4.87 -4.32  0.123
H 4.79 3.94 -3.10  0.116
H 3.91 2.83 -0.98  0.109
C 0.09 -5.02 -3.62  -0.051
C 0.73 -5.65 -2.57  -0.045
C 1.22 -4.84 -1.52  -0.133
N 1.15 -3.51 -1.47  0.034
C 0.58 -2.92 -2.57  -0.114
C 0.06 -3.62 -3.63  -0.042
H -0.38 -5.54 -4.38  0.085
H 0.91 -6.70 -2.53  0.094
H 1.61 -5.39 -0.72  0.085
H 0.68 -1.84 -2.57  0.072
H -0.42 -3.11 -4.45  0.092
C 0.05 0.39 1.89  -0.072
C -0.68 1.19 1.04  -0.110
C -0.56 1.00 -0.28  -0.192
N 0.20 0.06 -0.83  0.076
C 0.76 -0.84 -0.03  -0.152
C 0.71 -0.73 1.35  -0.052
H 0.07 0.57 2.98  0.113
H -1.17 2.14 1.38  0.106
H -1.13 1.73 -0.91  0.111
H 1.47 -1.59 -0.41  0.057
H 1.29 -1.41 1.96  0.094

Electronic energy = -71736.75788 eV
Structure (SMILES) = c1cc[nH]c1.c1cc[nH]c1.c1cc[nH]c1.c1cc[nH]c1.c1cc[nH]c1.c1cc[nH]c1.c1cc[nH]c1.c1cc[nH]c1.c1cc[nH]c1.c1ccncc1.c1ccncc1.c1ccncc1
Net charge = 0

---

No. 5
# N2O7

N2O7 as an isolated structure (ωB97M-V/def2-TZVPD, the OMol25 dataset).

Last column: natural (NBO) charge in e.
Atoms and positions in Å:
N 0.82 -0.24 0.77  0.127
N -0.78 -0.43 1.18  0.625
O -0.99 -1.56 1.31  -0.313
O -1.39 0.51 1.28  -0.260
O 1.28 -0.91 -0.13  -0.105
O 0.59 1.71 -0.01  -0.081
O 0.24 -0.82 -1.43  -0.030
O -0.17 1.44 -1.02  0.012
O 0.42 0.29 -1.94  0.024

Electronic energy = -17294.73527 eV
Net charge = 0
Energy above the lowest of the compared OMol25 structures with the same formula, charge and spin = 246.5 kJ/mol

---

No. 6
# C7H11I

C7H11I in the gas phase (ωB97M-V/def2-TZVPD, the OMol25 dataset).

Last column: natural (NBO) charge in e.
Atoms and positions in Å:
C -0.11 -1.39 -1.92  -0.388
C -0.78 -0.82 -0.82  -0.120
C -2.26 -0.75 -0.76  -0.640
C 0.02 -0.22 0.21  0.119
C -0.23 -0.28 1.67  -0.710
C 1.41 0.96 -0.18  -0.163
C 1.98 1.72 0.94  -0.743
I 1.58 1.61 -2.16  0.189
H -0.76 -1.55 -2.72  0.191
H 0.97 -1.68 -1.76  0.224
H -2.65 -1.69 -0.35  0.226
H -2.63 -0.80 -1.75  0.224
H -2.67 0.20 -0.22  0.218
H -0.25 0.70 2.15  0.222
H 0.65 -0.78 2.06  0.233
H -1.08 -0.91 2.01  0.230
H 2.25 1.12 1.84  0.228
H 2.96 1.94 0.55  0.234
H 1.60 2.63 1.22  0.224

Electronic energy = -15532.82795 eV
Structure (SMILES) = C=C(C)/C(C)=C(/C)I
Net charge = 0
Energy above the lowest of the compared OMol25 structures with the same formula, charge and spin = 438.6 kJ/mol

---

No. 7
# C22H38As2N6O2RuS

C22H38As2N6O2RuS as an isolated structure (ωB97M-V/def2-TZVPD, the OMol25 dataset).

Last column: Löwdin charge in e.
Atoms and positions in Å:
Ru -0.34 -0.10 -0.28  0.955
C -4.24 -0.15 0.63  -0.206
As -2.81 0.48 -0.51  1.168
C -2.82 2.40 -0.26  -0.219
C -3.42 0.26 -2.32  -0.420
C -4.76 0.14 -2.68  -0.062
C -5.09 0.15 -4.03  -0.019
C -4.11 0.29 -5.00  -0.020
C -2.77 0.41 -4.63  -0.066
C -2.44 0.38 -3.29  -0.421
As -0.62 0.46 -2.68  1.123
C 0.32 -0.76 -3.84  -0.217
C 0.08 2.21 -3.12  -0.218
H -5.06 0.54 0.44  0.061
H -3.94 -0.07 1.67  0.026
H -4.54 -1.16 0.38  0.057
H -3.50 2.84 -0.99  0.059
H -1.83 2.82 -0.40  0.019
H -3.17 2.64 0.74  0.048
H -5.54 0.04 -1.94  0.112
H -6.13 0.05 -4.33  0.131
H -4.38 0.30 -6.05  0.131
H -2.02 0.51 -5.41  0.115
H 0.14 -0.43 -4.87  0.052
H -0.07 -1.77 -3.73  0.057
H 1.38 -0.74 -3.64  0.027
H -0.25 2.45 -4.13  0.057
H 1.16 2.19 -3.10  0.032
H -0.30 2.96 -2.43  0.035
N 5.97 -2.22 -2.73  0.110
C 5.70 -1.03 -2.18  -0.820
S 6.81 0.13 -1.87  0.810
C 4.25 -0.83 -1.81  -0.173
C 3.80 0.46 -1.54  -0.007
C 2.49 0.67 -1.17  -0.124
N 1.63 -0.34 -1.02  -0.162
C 2.04 -1.59 -1.28  -0.144
C 3.33 -1.87 -1.68  0.029
H 6.93 -2.40 -2.99  0.121
H 5.27 -2.88 -3.04  0.104
H 4.49 1.29 -1.62  0.094
H 2.12 1.66 -0.96  0.122
H 1.31 -2.37 -1.16  0.126
H 3.59 -2.90 -1.84  0.128
C -0.56 1.17 4.98  -0.013
N -0.83 1.36 3.55  -0.098
C -0.57 2.73 3.07  -0.002
C -1.30 0.41 2.73  -0.431
O -1.16 0.64 1.45  -0.304
N -1.88 -0.71 3.20  -0.094
C -2.04 -1.93 2.41  -0.028
C -2.59 -0.77 4.49  -0.011
H 0.21 1.89 5.26  0.103
H -0.17 0.17 5.17  0.098
H -1.43 1.36 5.61  0.101
H 0.43 3.03 3.35  0.101
H -1.28 3.42 3.55  0.114
H -0.68 2.79 2.00  0.069
H -1.36 -1.96 1.58  0.049
H -3.07 -2.04 2.07  0.081
H -1.82 -2.78 3.06  0.114
H -2.99 0.20 4.76  0.100
H -1.95 -1.15 5.29  0.103
H -3.42 -1.45 4.37  0.107
N 2.33 -0.14 2.25  0.230
C 1.68 -1.27 1.93  -0.582
N 2.15 -2.44 2.38  0.233
O 0.65 -1.26 1.20  -0.174
H 3.15 -0.13 2.82  0.137
H 1.94 0.74 1.95  0.111
H 2.94 -2.51 2.99  0.138
H 1.66 -3.29 2.13  0.136

Multiplicity = 2
⟨S²⟩ = 0.767
Electronic energy = -171536.70031 eV
Net charge = +3
Energy above the lowest of the compared OMol25 structures with the same formula, charge and spin = 0.0 kJ/mol

---

No. 8
# C22H27F2N2

A 2-piece molecular cluster, C22H27F2N2 overall (ωB97M-V/def2-TZVPD, the OMol25 dataset).

Last column: natural (NBO) charge in e.
Atoms and positions in Å:
F -0.54 -2.70 3.61  -0.306
C 0.41 -1.73 3.39  0.388
C 1.72 -1.99 3.78  -0.147
C 2.67 -0.99 3.54  -0.214
C 2.30 0.21 2.96  -0.105
C 0.95 0.49 2.57  -0.089
C 0.70 1.77 2.00  0.142
C -0.47 2.33 1.42  -0.163
C -0.35 3.62 0.80  -0.078
C -1.42 4.25 0.21  -0.214
C -2.69 3.66 0.18  -0.144
C -2.81 2.41 0.77  0.378
F -4.05 1.79 0.75  -0.307
C -1.77 1.73 1.38  -0.163
C 0.00 -0.55 2.79  -0.192
H 1.99 -2.95 4.23  0.264
H 3.71 -1.17 3.82  0.251
H 3.06 0.98 2.77  0.231
H 1.58 2.42 1.93  0.230
H 0.64 4.09 0.80  0.232
H -1.29 5.23 -0.26  0.250
H -3.55 4.14 -0.30  0.264
H -1.94 0.75 1.81  0.230
H -1.04 -0.43 2.49  0.232
C -0.52 8.52 3.88  -0.411
C 0.28 8.26 2.59  -0.413
C 1.02 6.94 2.81  -0.201
N 0.35 6.30 3.93  -0.465
C 1.10 5.25 4.53  -0.180
C 0.25 4.47 5.51  -0.047
C 1.04 3.36 6.23  -0.395
C -0.03 2.32 6.54  -0.409
C -1.10 2.50 5.44  -0.194
N -0.79 3.77 4.86  -0.670
C -0.22 7.33 4.80  -0.221
H -0.25 9.47 4.35  0.222
H -1.59 8.54 3.66  0.211
H -0.39 8.16 1.73  0.204
H 0.99 9.07 2.38  0.221
H 1.00 6.27 1.94  0.172
H 2.09 7.12 3.05  0.165
H 1.42 4.54 3.74  0.172
H 2.02 5.60 5.04  0.169
H -0.16 5.18 6.27  0.170
H 1.75 2.96 5.50  0.182
H 1.60 3.75 7.08  0.228
H 0.37 1.31 6.59  0.211
H -0.49 2.57 7.51  0.215
H -1.00 1.70 4.68  0.142
H -2.12 2.43 5.85  0.187
H -1.41 4.22 4.21  0.397
H 0.49 7.63 5.60  0.170
H -1.12 6.95 5.31  0.200

Electronic energy = -31659.12505 eV
Net charge = +1
Energy above the lowest of the compared OMol25 structures with the same formula, charge and spin = 13.9 kJ/mol

---

No. 9
# C16H21N3O3

C16H21N3O3 in the gas phase (ωB97M-V/def2-TZVPD, the OMol25 dataset).

Last column: natural (NBO) charge in e.
Atoms and positions in Å:
C -4.88 1.71 1.51  -0.603
C -3.62 1.34 0.70  -0.223
C -3.72 1.91 -0.71  -0.641
C -3.42 -0.20 0.76  -0.165
N -2.05 -0.59 1.06  -0.634
C -1.02 -0.29 0.22  0.707
O -0.98 0.66 -0.57  -0.647
C 0.14 -1.28 0.35  -0.136
N -0.45 -2.59 0.48  -0.849
C 1.14 -1.07 -0.83  -0.433
C 2.15 0.05 -0.66  -0.123
C 1.94 1.39 -0.84  -0.011
N 3.11 2.05 -0.57  -0.522
C 4.09 1.15 -0.18  0.114
C 5.41 1.33 0.27  -0.236
C 6.10 0.20 0.68  -0.217
C 5.54 -1.12 0.63  -0.227
C 4.29 -1.28 0.16  -0.226
C 3.51 -0.15 -0.21  -0.028
C -3.88 -0.88 -0.51  0.792
O -3.17 -1.49 -1.26  -0.559
O -5.23 -0.81 -0.73  -0.686
H -5.06 2.79 1.35  0.222
H -5.79 1.17 1.20  0.176
H -4.69 1.56 2.61  0.217
H -2.73 1.75 1.18  0.233
H -2.82 1.60 -1.29  0.262
H -4.65 1.54 -1.16  0.200
H -3.76 3.03 -0.74  0.216
H -4.06 -0.58 1.60  0.222
H -1.99 -1.61 1.30  0.431
H 0.64 -1.03 1.29  0.217
H -0.81 -2.93 -0.44  0.379
H 0.28 -3.24 0.77  0.370
H 0.53 -0.91 -1.73  0.236
H 1.68 -2.02 -1.03  0.208
H 1.04 1.85 -1.13  0.238
H 3.19 3.05 -0.61  0.411
H 5.86 2.30 0.32  0.213
H 7.10 0.28 1.02  0.206
H 6.17 -1.95 0.94  0.212
H 3.85 -2.26 0.14  0.204
H -5.68 -0.28 -0.02  0.484

Electronic energy = -27546.58695 eV
Structure (SMILES) = CC(C)[C@H](NC(=O)[C@@H](N)Cc1c[nH]c2ccccc12)C(=O)O
Net charge = 0
Energy above the lowest of the compared OMol25 structures with the same formula, charge and spin = 152.2 kJ/mol

---

No. 10
# C10H15N3

C10H15N3 in the gas phase (ωB97M-V/def2-TZVPD, the OMol25 dataset).

Last column: natural (NBO) charge in e.
Atoms and positions in Å:
N -4.78 -0.33 0.19  -0.833
C -3.24 -0.12 0.11  0.152
C -2.75 1.10 0.12  -0.246
C -1.43 1.50 -0.15  -0.251
C -0.51 0.53 -0.49  0.172
N 0.94 0.45 -0.75  -0.449
C 2.00 1.30 -0.23  -0.215
C 3.09 0.74 0.62  -0.270
N 2.66 -0.50 1.26  -0.610
C 2.39 -1.45 0.02  -0.254
C 1.69 -0.71 -1.27  -0.240
C -0.90 -0.77 -0.16  -0.233
C -2.26 -1.13 -0.14  -0.227
H -4.91 -1.31 0.52  0.355
H -5.35 0.13 0.90  0.372
H -3.57 1.71 0.39  0.214
H -1.06 2.51 -0.20  0.224
H 2.49 1.92 -1.06  0.175
H 1.20 2.03 0.25  0.187
H 4.00 0.64 0.19  0.199
H 3.02 1.61 1.35  0.217
H 1.73 -0.44 1.76  0.356
H 1.81 -2.20 0.36  0.185
H 3.46 -1.90 -0.07  0.202
H 0.79 -1.22 -1.62  0.221
H 2.34 -0.41 -1.99  0.192
H -0.27 -1.60 -0.16  0.206
H -2.55 -2.08 0.25  0.199

Electronic energy = -15078.69829 eV
Structure (SMILES) = Nc1ccc(N2CCNCC2)cc1
Net charge = 0
Energy above the lowest of the compared OMol25 structures with the same formula, charge and spin = 503.0 kJ/mol